# 1
{"formula": "C7H8NO3S2", "method": "ωB97M-V with the def2-TZVPD basis set", "elements": ["C", "C", "C", "C", "C", "C", "C", "N", "O", "O", "O", "S", "S", "H", "H", "H", "H", "H", "H", "H", "H"], "xyz": [[-1.399, -1.363, 0.433], [-0.254, -1.658, -0.358], [-1.570, -0.117, 0.936], [0.672, -0.556, -0.563], [-0.659, 0.957, 0.916], [0.376, 0.620, 0.104], [1.828, -0.787, -1.382], [-0.801, 2.040, 1.642], [0.780, 4.284, 1.375], [-0.383, 3.497, -0.663], [1.550, 5.033, -0.837], [2.165, 2.360, -0.097], [0.911, 3.937, -0.065], [-2.139, -2.172, 0.747], [0.158, -2.624, -0.662], [-2.553, 0.201, 1.407], [2.419, 0.265, -1.244], [2.346, -1.663, -1.098], [1.603, -1.020, -2.385], [-1.702, 2.472, 1.761], [-0.071, 2.759, 1.485]], "atomic_forces_ev_per_a": [[0.4, -2.5, -0.7], [0.7, 2.0, 0.9], [-2.7, 1.7, 1.4], [-3.2, -1.1, 1.6], [-0.6, -2.2, -0.9], [3.7, 1.3, -1.3], [2.5, 3.5, 0.3], [0.6, 1.9, 1.1], [0.1, -0.4, -0.9], [1.8, 0.4, 0.7], [-0.2, -1.7, 0.9], [-1.2, -3.1, 0.0], [-2.2, 3.4, -1.4], [1.0, 1.2, -0.8], [-0.8, 0.1, 0.0], [1.1, -0.9, -0.2], [-0.7, -3.0, -1.0], [1.1, -0.7, 0.9], [-0.5, 0.4, -1.5], [-0.1, -0.3, -0.1], [-0.7, -0.2, 0.7]], "nbo_charge": [-0.21, -0.29, -0.26, -0.09, 0.11, 0.18, -0.64, -0.78, -1.02, -1.01, -0.99, -0.28, 2.17, 0.21, 0.20, 0.20, 0.25, 0.21, 0.22, 0.39, 0.43], "de_lowest_ev": 2.162, "charge": -1, "homo_ev": -4.95, "lumo_energy_ev": 2.835, "homo_lumo_gap_ev": 7.8}

---

# 2
{"formula": "C2IN2O", "method": "ωB97M-V with the def2-TZVPD basis set", "elements": ["C", "C", "N", "N", "O", "I"], "xyz": [[1.813, 0.406, 0.061], [-0.103, -0.909, -0.077], [-0.559, 0.303, 0.088], [0.728, 0.878, 0.042], [0.533, -1.832, -0.092], [-2.411, 1.155, -0.022]], "atomic_forces_ev_per_a": [[2.0, 0.9, 0.0], [-1.5, 0.9, 0.6], [1.8, -1.6, -0.5], [-1.6, 1.2, 0.2], [-0.5, -1.5, -0.3], [-0.2, 0.2, 0.0]], "nbo_charge": [0.47, 0.98, -0.47, -0.40, -0.23, 0.65], "de_lowest_ev": 2.586, "charge": 1, "homo_ev": -15.69, "lumo_energy_ev": -7.069, "homo_lumo_gap_ev": 8.6}

---

# 3
{"formula": "C5H5NO", "method": "ωB97M-V with the def2-TZVPD basis set", "elements": ["O", "C", "C", "C", "C", "C", "N", "H", "H", "H", "H", "H"], "xyz": [[0.197, -0.926, 1.506], [-0.998, -0.752, 0.989], [-1.113, 0.179, 0.022], [0.991, 0.502, 0.590], [0.208, 0.499, -0.671], [0.652, -0.495, -1.679], [1.011, -1.272, -2.459], [-1.847, -1.375, 1.288], [-2.006, 0.706, -0.238], [1.918, -0.010, 0.716], [0.884, 1.471, 1.108], [0.103, 1.473, -1.170]], "atomic_forces_ev_per_a": [[0.9, 2.1, -1.2], [-0.4, 0.7, -0.5], [-1.0, -0.3, -0.5], [-0.1, -1.4, 1.0], [-0.1, -0.1, 0.6], [0.1, -0.7, -0.4], [-0.4, 0.9, 0.9], [0.4, 0.2, 0.4], [-0.5, -0.3, -0.5], [0.8, 0.1, -0.4], [-0.2, -1.0, 0.3], [0.4, -0.2, 0.4]], "nbo_charge": [-0.53, 0.22, -0.39, -0.01, -0.42, 0.28, -0.30, 0.21, 0.23, 0.22, 0.22, 0.28], "de_lowest_ev": 3.132, "homo_ev": -8.82, "lumo_energy_ev": 0.388, "homo_lumo_gap_ev": 9.2}

---

# 4
{"formula": "C21H16N3O10SV", "method": "ωB97M-V with the def2-TZVPD basis set", "elements": ["V", "O", "C", "O", "C", "C", "C", "C", "C", "N", "C", "O", "O", "H", "H", "H", "H", "H", "O", "C", "O", "C", "O", "O", "C", "C", "C", "C", "C", "C", "C", "S", "O", "O", "N", "C", "C", "C", "C", "C", "N", "H", "H", "H", "H", "H", "H", "H", "H", "H", "H", "H"], "xyz": [[-1.401, -0.779, 0.540], [-3.413, -4.676, 0.472], [-3.287, -3.550, -0.228], [-4.065, -2.643, -0.282], [-2.011, -3.575, -1.027], [-1.781, -4.683, -1.839], [-0.657, -4.715, -2.627], [0.218, -3.642, -2.568], [-0.084, -2.584, -1.738], [-1.183, -2.528, -0.974], [0.846, -1.441, -1.529], [1.799, -1.200, -2.430], [0.762, -0.756, -0.541], [-4.064, -4.541, 1.186], [-2.490, -5.498, -1.821], [-0.447, -5.563, -3.267], [1.140, -3.672, -3.135], [1.674, -1.725, -3.232], [-4.652, -0.675, 2.753], [-3.685, -0.988, 2.116], [-3.171, -0.312, 1.116], [-2.907, -2.311, 2.371], [-3.351, -3.184, 3.081], [-1.823, -2.395, 1.649], [3.628, 5.256, -1.491], [2.402, 4.440, -1.179], [2.296, 3.120, -1.610], [1.184, 2.352, -1.300], [0.160, 2.913, -0.554], [0.234, 4.233, -0.126], [1.353, 4.986, -0.439], [-1.251, 1.981, -0.048], [-1.342, 0.799, -0.956], [-2.379, 2.851, -0.044], [-0.990, 1.344, 1.362], [0.186, 0.873, 1.886], [1.293, 1.611, 2.315], [2.323, 0.916, 2.915], [2.246, -0.469, 3.083], [1.132, -1.127, 2.610], [0.139, -0.459, 2.018], [4.068, 4.960, -2.444], [4.389, 5.118, -0.720], [3.394, 6.320, -1.536], [3.094, 2.686, -2.201], [1.109, 1.330, -1.635], [-0.588, 4.663, 0.432], [1.409, 6.018, -0.113], [1.312, 2.684, 2.190], [3.193, 1.453, 3.273], [3.037, -1.021, 3.569], [1.002, -2.198, 2.694]], "atomic_forces_ev_per_a": [[-0.3, 0.5, 0.8], [0.0, 0.0, 0.1], [0.0, 0.3, 0.2], [0.0, -0.2, -0.1], [0.0, 0.1, -0.1], [0.0, 0.0, 0.1], [0.1, -0.1, -0.1], [0.1, -0.1, -0.1], [-0.1, 0.0, 0.0], [-0.3, -0.3, -0.1], [0.2, 0.2, 0.0], [-0.1, 0.0, 0.0], [-0.1, -0.2, 0.0], [0.0, 0.1, -0.1], [0.0, 0.0, 0.0], [0.0, 0.0, 0.0], [0.0, 0.0, 0.0], [0.0, 0.0, 0.1], [0.0, 0.0, 0.0], [-0.2, -0.1, 0.1], [0.7, -0.2, -0.3], [-0.4, 0.1, 0.0], [0.1, -0.1, -0.1], [0.4, 0.3, -0.2], [0.0, 0.0, 0.0], [0.0, 0.0, 0.0], [0.0, 0.0, 0.0], [0.0, 0.0, 0.0], [0.0, 0.0, 0.0], [0.0, 0.0, 0.0], [0.0, 0.0, 0.0], [0.1, 0.0, -0.1], [-0.1, -0.2, -0.1], [0.0, 0.1, 0.0], [-0.1, -0.1, 0.0], [0.1, 0.1, 0.0], [0.0, -0.1, 0.1], [0.0, 0.0, 0.0], [0.0, 0.0, 0.0], [-0.1, 0.1, 0.0], [0.1, 0.0, -0.2], [0.0, 0.0, 0.0], [0.0, 0.0, 0.0], [0.0, 0.0, 0.0], [0.0, 0.0, 0.0], [0.0, 0.0, 0.0], [0.0, 0.0, 0.0], [0.0, 0.0, 0.0], [0.0, 0.0, 0.0], [0.0, 0.0, 0.0], [0.0, 0.0, 0.0], [0.0, 0.0, 0.0]], "nbo_charge": [1.53, -0.67, 0.77, -0.52, 0.18, -0.19, -0.14, -0.21, 0.07, -0.41, 0.80, -0.63, -0.54, 0.53, 0.25, 0.24, 0.22, 0.50, -0.55, 0.67, -0.72, 0.67, -0.61, -0.78, -0.63, 0.01, -0.21, -0.17, -0.38, -0.11, -0.24, 2.34, -0.98, -0.89, -0.93, 0.40, -0.27, -0.13, -0.29, 0.09, -0.51, 0.22, 0.23, 0.22, 0.21, 0.24, 0.24, 0.22, 0.24, 0.22, 0.23, 0.22], "de_lowest_ev": 0.847, "s_squared": 2.013, "homo_ev": [-8.37, -8.53], "spin_multiplicity": 3, "lumo_energy_ev": [-1.449, -1.504], "homo_lumo_gap_ev": [6.9, 7.0]}

---

| no. | energy (eV) |
| --- | --- |
| 1 | -36690.9885 |
| 2 | -15188.1438 |
| 3 | -8800.2868 |
| 4 | -83507.9912 |